Entry 1:
Formula: C19H32N6O3
Source: the OMol25 dataset
Level of theory: ωB97M-V/def2-TZVPD

Properties
SMILES: CCCCN(CCCC)CCNC(=O)Cc1nc2c(c(=O)[nH]c(=O)n2C)n1C
energy: -1297.5505 Eh
gap between HOMO and LUMO: 9.07 eV
F_max: 1.422 eV/A
highest occupied orbital energy: -8.3845 eV

Last column: Löwdin charge in e.
Geometry (Å):
1 C -5.720647 -1.388863 0.569958  -0.11
2 C -5.464871 -0.186426 -0.331497  -0.27
3 C -4.131904 0.509802 -0.053439  -0.20
4 C -2.925485 -0.344148 -0.449046  -0.21
5 N -1.676621 0.323700 -0.134955  -0.18
6 C -0.554047 -0.560365 0.112657  -0.19
7 C -0.023150 -1.365466 -1.094066  -0.17
8 C -0.563122 -2.793409 -1.201019  -0.25
9 C -0.030691 -3.719171 -0.112999  -0.10
10 C -1.378148 1.469377 -0.975545  -0.17
11 C -1.404532 2.778177 -0.165868  -0.14
12 N -0.264241 2.876160 0.716834  0.08
13 C 0.821380 3.600440 0.401273  -0.50
14 O 0.893666 4.352800 -0.547510  0.06
15 C 2.010236 3.360374 1.347075  -0.01
16 C 2.577554 2.042962 0.972836  -0.29
17 N 2.312485 0.917464 1.621160  0.19
18 C 2.933306 -0.050860 0.914342  -0.24
19 C 3.576066 0.491878 -0.191241  -0.07
20 C 4.275912 -0.321217 -1.138460  -0.40
21 O 4.864672 0.017737 -2.143678  0.08
22 N 4.192136 -1.662146 -0.761105  0.21
23 C 3.575099 -2.247901 0.330481  -0.49
24 O 3.594508 -3.446675 0.495119  0.07
25 N 2.938744 -1.384251 1.192937  0.01
26 C 2.284501 -1.885977 2.380331  0.00
27 N 3.327781 1.844335 -0.131359  0.01
28 C 3.796311 2.828211 -1.070973  0.02
29 H -5.003252 -2.183059 0.381106  0.06
30 H -5.649445 -1.101102 1.616572  0.07
31 H -6.716957 -1.786700 0.391326  0.07
32 H -5.494041 -0.503419 -1.376686  0.11
33 H -6.269308 0.538039 -0.185180  0.10
34 H -4.107832 1.448142 -0.610477  0.10
35 H -4.057628 0.748845 1.008942  0.12
36 H -3.003202 -0.602224 -1.519276  0.13
37 H -2.950121 -1.270208 0.126287  0.11
38 H -0.857171 -1.247218 0.906387  0.11
39 H 0.252764 0.059963 0.510306  0.08
40 H -0.271523 -0.825446 -2.010911  0.11
41 H 1.067000 -1.416892 -1.036737  0.09
42 H -0.270097 -3.196279 -2.173689  0.11
43 H -1.653842 -2.780172 -1.168400  0.09
44 H -0.341021 -3.388770 0.875668  0.06
45 H -0.409132 -4.727596 -0.263390  0.07
46 H 1.055754 -3.757993 -0.136045  0.06
47 H -0.386345 1.377579 -1.431753  0.12
48 H -2.107523 1.551708 -1.787344  0.12
49 H -1.355240 3.633431 -0.843024  0.12
50 H -2.317524 2.828023 0.429698  0.12
51 H -0.200543 2.187932 1.451575  0.14
52 H 2.738189 4.158461 1.204114  0.13
53 H 1.678986 3.329794 2.383228  0.13
54 H 4.655891 -2.320390 -1.377839  0.17
55 H 1.250107 -1.547018 2.395332  0.08
56 H 2.331003 -2.972494 2.351012  0.09
57 H 2.793445 -1.512493 3.269222  0.10
58 H 4.223146 2.306053 -1.925207  0.09
59 H 4.567494 3.451464 -0.613133  0.11
60 H 2.971079 3.463517 -1.393954  0.09

Atoms 1-6, force components in eV/Å:
C 0.0 0.1 -0.2
C 0.1 0.1 0.2
C -0.1 -0.3 -0.3
C -0.2 0.3 0.2
N 0.0 -0.1 0.1
C 0.3 -0.1 -0.2

Entry 2:
Formula: C22H37CdClO3SSi
Source: the OMol25 dataset
Level of theory: ωB97M-V/def2-TZVPD

Properties
energy: -2401.9973 Eh
gap between HOMO and LUMO: 4.95 eV
F_max: 1.785 eV/A
net charge: -2
highest occupied orbital energy: -0.4927 eV

Last column: Löwdin charge in e.
Geometry (Å):
1 C 2.619140 3.207963 0.598179  -0.32
2 C 3.679436 3.475282 -0.337414  -0.22
3 C 4.705835 2.514337 -0.110936  -0.23
4 H 3.713750 4.299861 -1.024604  0.06
5 C 4.302575 1.634273 0.930031  -0.23
6 C 3.002684 2.059924 1.395118  -0.33
7 H 2.481121 1.696361 2.269492  0.05
8 H 1.745780 3.836084 0.771208  0.05
9 H 5.674562 2.503108 -0.603849  0.07
10 H 4.889145 0.841030 1.359120  0.06
11 Cd 2.029816 1.222564 -0.675740  1.15
12 Cl 0.340555 2.579696 -1.757198  -0.18
13 C 2.356487 -0.109702 -2.827358  -0.29
14 C 3.476698 -0.730853 -2.153084  -0.26
15 C 4.579270 0.153555 -2.255638  -0.24
16 H 3.466789 -1.721950 -1.719936  0.05
17 C 4.188212 1.298005 -3.002963  -0.24
18 C 2.826952 1.147239 -3.368432  -0.27
19 H 2.245630 1.811336 -4.001393  0.05
20 H 1.400177 -0.564364 -3.008103  0.04
21 H 5.576863 -0.048536 -1.863592  0.06
22 H 4.820508 2.128979 -3.290192  0.06
23 C -2.194233 3.137627 0.435100  -0.08
24 C -1.900249 1.883337 1.241784  -0.63
25 C -0.975841 2.209459 2.396161  -0.03
26 C -3.202968 1.283932 1.733001  -0.04
27 O -1.268653 0.984217 0.266614  -0.23
28 Si -0.507364 -0.510800 0.237349  -0.14
29 S 1.510442 -0.774399 0.702592  0.32
30 O -1.457910 -1.453381 1.248747  -0.19
31 C -1.219608 -2.399104 2.345808  -0.64
32 C 0.247070 -2.660660 2.639779  -0.14
33 C -1.888076 -1.803118 3.569733  -0.05
34 C -1.894093 -3.699321 1.948159  -0.05
35 O -0.733154 -0.987979 -1.351986  -0.20
36 C -1.836484 -1.596784 -2.147547  -0.61
37 C -1.078573 -2.046005 -3.382660  -0.05
38 C -2.486654 -2.789698 -1.468794  -0.06
39 C -2.909440 -0.586172 -2.516494  -0.04
40 H -2.744630 3.890811 1.013167  0.08
41 H -2.790094 2.859299 -0.436443  0.08
42 H -1.253475 3.533742 0.031983  0.01
43 H -1.439861 2.956053 3.062101  0.08
44 H -0.758570 1.323167 3.001183  0.07
45 H -0.037443 2.630651 2.018757  0.08
46 H -3.836451 1.040805 0.876217  0.08
47 H -3.044364 0.375632 2.323327  0.05
48 H -3.764607 2.005350 2.347995  0.08
49 H 0.785178 -1.752569 2.940797  0.03
50 H 0.353954 -3.384018 3.467639  0.08
51 H 0.773051 -3.082447 1.776268  0.05
52 H -2.948515 -1.632774 3.359635  0.08
53 H -1.810136 -2.468879 4.441930  0.08
54 H -1.422384 -0.847678 3.840375  0.08
55 H -2.942669 -3.509140 1.700365  0.08
56 H -1.401850 -4.138897 1.073100  0.08
57 H -1.864994 -4.442146 2.760015  0.08
58 H -0.273556 -2.713072 -3.061157  0.09
59 H -1.700342 -2.564705 -4.115057  0.07
60 H -0.623986 -1.166608 -3.847920  0.08
61 H -3.086224 -2.515736 -0.594442  0.07
62 H -3.176011 -3.309875 -2.160231  0.08
63 H -1.740169 -3.533015 -1.173783  0.08
64 H -3.493570 -0.269211 -1.646451  0.08
65 H -2.453403 0.294806 -2.976604  0.09
66 H -3.631074 -1.004890 -3.242825  0.08

Atoms 1-6, force components in eV/Å:
C 1.1 0.0 0.4
C 0.1 -0.8 1.4
C -0.4 0.4 0.7
H -0.1 0.0 -0.3
C -0.7 1.4 0.1
C 1.3 1.1 -0.6

Entry 3:
Formula: CH6N2O
Source: the OMol25 dataset
Level of theory: ωB97M-V/def2-TZVPD

Properties
energy: -226.1890 Eh
gap between HOMO and LUMO (alpha / beta): 9.67 / 9.30 eV
F_max: 3.556 eV/A
highest occupied orbital energy (alpha / beta): -9.5262 / -9.1594 eV

Last column: Löwdin charge in e.
Geometry (Å):
1 C -0.283107 -1.221629 -0.007439  -0.14
2 N 2.742257 0.454079 -0.053721  0.07
3 N 0.657585 -0.206968 -0.255094  -0.10
4 O 1.872836 -0.494813 0.126094  -0.20
5 H -1.296354 -0.652654 -0.037644  0.10
6 H -0.175797 -1.972288 -0.973208  0.14
7 H 0.095226 -1.642416 0.940077  0.08
8 H -1.393403 2.714677 0.335021  0.02
9 H 3.534147 0.077882 0.439038  0.04
10 H -0.857729 2.133168 -0.091670  -0.01

Atoms 1-6, force components in eV/Å:
C 0.2 -1.0 -1.9
N 0.0 1.1 -0.5
N 0.4 2.8 -1.4
O -1.0 -1.5 0.8
H 1.7 -1.5 0.4
H -0.7 1.3 2.6

Entry 4:
Formula: C4H8N2O
Source: the OMol25 dataset
Level of theory: ωB97M-V/def2-TZVPD

Properties
energy: -341.9300 Eh
gap between HOMO and LUMO: 10.54 eV
F_max: 1.426 eV/A
highest occupied orbital energy: -9.6079 eV

Last column: Löwdin charge in e.
Geometry (Å):
1 C 1.786086 0.014577 0.473115  -0.03
2 C 0.807518 -0.331613 -0.637506  -0.27
3 O 0.143622 -1.600042 -0.324109  0.03
4 C -1.014482 -0.924217 -0.024787  -0.44
5 N -2.017250 -1.228538 0.662201  0.17
6 C -0.593833 0.370291 -0.647220  -0.28
7 N -0.798838 1.595624 0.053596  0.07
8 H 1.197566 0.419510 1.301187  0.08
9 H 2.514636 0.769983 0.168554  0.08
10 H 2.347534 -0.846924 0.864989  0.09
11 H 1.111970 -0.221863 -1.667124  0.13
12 H -1.926664 -2.168157 1.040323  0.06
13 H -0.984040 0.412951 -1.679567  0.16
14 H -1.267298 2.302837 -0.496624  0.08
15 H -1.306531 1.435577 0.912970  0.08

Atoms 1-6, force components in eV/Å:
C -0.2 0.2 -0.1
C -0.2 0.7 -0.2
O -0.2 0.1 -0.1
C -0.6 0.0 0.3
N 0.3 -0.2 -0.1
C 0.1 0.0 0.1

Entry 5:
Formula: C37H37N3P2Ru
Source: the OMol25 dataset
Level of theory: ωB97M-V/def2-TZVPD

Properties
energy: -2373.1256 Eh
gap between HOMO and LUMO (alpha / beta): 6.43 / 6.29 eV
F_max: 3.414 eV/A
2S+1: 5
net charge: +2
highest occupied orbital energy (alpha / beta): -13.2717 / -13.9668 eV
⟨S²⟩: 6.038

Last column: Löwdin charge in e.
Geometry (Å):
1 Ru -0.130340 -0.359183 2.966281  1.20
2 C -2.507381 0.001920 5.501940  -0.07
3 C -2.542218 -0.097773 4.126778  -0.19
4 C -3.014139 1.004292 3.157909  -0.19
5 C -1.976723 1.618743 2.199910  -0.20
6 C -0.646969 1.853510 2.898821  -0.23
7 C -0.431163 1.954022 4.284016  -0.08
8 C -1.347144 2.325478 5.368275  -0.14
9 C -2.100718 1.224957 6.235166  -0.14
10 C 1.695473 -0.108620 2.300965  -0.23
11 H -2.725933 -0.908309 6.095820  0.14
12 H -2.853811 -1.129869 3.765109  0.10
13 H -3.604727 1.779228 3.686602  0.13
14 H -3.739443 0.448563 2.549485  0.12
15 H -1.783661 0.907380 1.368851  0.10
16 H -2.363414 2.539484 1.726589  0.14
17 H 0.134653 2.273574 2.226262  0.12
18 H 0.646697 1.942228 4.541419  0.12
19 H -2.075794 3.112600 5.090947  0.14
20 H -0.682266 2.778990 6.127872  0.13
21 H -1.491568 0.992837 7.123341  0.10
22 H -3.006295 1.698930 6.668638  0.14
23 H 2.341026 -1.002815 2.486135  0.06
24 H 2.104111 0.731496 2.871227  0.03
25 H 1.744837 0.178497 1.239966  0.01
26 P -0.095267 -1.599674 -2.486488  1.04
27 P 1.345369 0.626173 -2.364725  1.04
28 C -1.079662 -0.171201 -2.947516  -0.28
29 C -0.317068 0.967480 -3.023593  -0.26
30 C -0.557648 -2.905002 -3.755500  -0.36
31 C -1.719736 -2.817945 -4.541137  -0.10
32 C -2.057047 -3.853868 -5.416837  -0.06
33 C -1.239048 -4.975952 -5.546388  -0.04
34 C -0.125583 -5.099340 -4.703048  -0.06
35 C 0.227430 -4.077926 -3.827985  -0.09
36 C -0.746953 -2.256382 -0.934041  -0.33
37 C -0.216343 -1.919033 0.337426  -0.10
38 C -0.889006 -2.303648 1.485847  -0.15
39 C -2.071500 -3.066510 1.401880  -0.04
40 C -2.567072 -3.425164 0.147488  -0.03
41 C -1.908465 -3.028809 -1.015288  -0.05
42 C 2.338255 0.898218 -3.935546  -0.32
43 C 2.113492 -0.027524 -4.976068  -0.10
44 C 2.587007 0.213784 -6.264585  -0.06
45 C 3.341256 1.363688 -6.520516  -0.05
46 C 3.595670 2.277486 -5.495822  -0.05
47 C 3.075067 2.059556 -4.216198  -0.07
48 C 1.748898 2.138189 -1.425996  -0.40
49 C 3.024722 2.148095 -0.820662  -0.12
50 C 3.418846 3.241073 -0.059234  -0.06
51 C 2.541517 4.323840 0.112634  -0.05
52 C 1.284144 4.320064 -0.499656  -0.06
53 C 0.879288 3.220704 -1.264901  -0.09
54 H -2.143687 -0.261325 -3.137437  0.08
55 H -0.550320 1.966842 -3.430431  0.10
56 H -2.378300 -1.958369 -4.460748  0.09
57 H -2.977139 -3.789614 -5.990447  0.12
58 H -1.478853 -5.754852 -6.273499  0.12
59 H 0.456356 -6.020314 -4.733310  0.12
60 H 1.095352 -4.191795 -3.190504  0.11
61 H 0.668074 -1.292478 0.416802  0.06
62 H -0.461379 -2.140114 2.533290  0.06
63 H -2.607752 -3.333374 2.317128  0.12
64 H -3.500617 -3.985954 0.065857  0.13
65 H -2.315203 -3.291864 -1.991507  0.11
66 H 1.507289 -0.915963 -4.798679  0.08
67 H 2.349768 -0.480074 -7.070187  0.12
68 H 3.726053 1.542120 -7.524819  0.12
69 H 4.180276 3.180950 -5.700578  0.12
70 H 3.222214 2.835582 -3.464257  0.10
71 H 3.690119 1.295322 -0.948873  0.11
72 H 4.400466 3.252086 0.413750  0.12
73 H 2.824635 5.153752 0.765694  0.12
74 H 0.602918 5.163540 -0.363421  0.12
75 H -0.100518 3.197804 -1.732463  0.09
76 N 0.402230 -1.094730 4.742442  0.00
77 C 0.889898 -0.572318 5.721929  -0.27
78 N 1.512838 -0.138753 6.767698  0.12
79 C 0.935550 -0.211626 7.965948  -0.35
80 N 0.476061 -0.185001 9.048713  0.15

Atoms 1-6, force components in eV/Å:
Ru -2.0 0.8 1.5
C 0.6 -0.6 -1.6
C -1.5 -1.4 0.8
C -0.4 -0.1 -0.1
C 0.0 0.1 0.7
C 0.3 0.9 0.2